# 1
C38H30FeN2O2S | wB97M-V/def2-TZVPD

Last column: Löwdin spin population.
Element x y z (Å)
Fe: -3.05739 -0.39588 -0.52111  3.68
C: 4.12840 0.92130 -2.07868  0.00
C: 3.07937 0.75870 -0.97006  0.00
C: 2.70441 -0.71952 -0.87665  0.00
C: 3.67505 1.20148 0.37325  0.00
C: 1.85618 1.62289 -1.27090  0.00
C: 2.01474 2.99078 -1.56949  0.00
C: 0.94500 3.82997 -1.80497  0.00
C: -0.34037 3.29363 -1.75074  0.00
S: -1.89524 4.04575 -1.94267  0.00
C: -2.65583 2.49098 -1.63181  0.00
N: -1.83514 1.52576 -1.40591  0.03
C: -0.51340 1.94201 -1.45433  0.00
C: 0.57545 1.10829 -1.20268  0.00
C: -4.11609 2.28321 -1.59722  0.01
C: -4.98349 3.32040 -1.94049  0.00
C: -6.34955 3.10226 -1.89306  0.01
C: -6.81531 1.84957 -1.50241  0.00
C: -5.92751 0.83738 -1.16291  0.01
C: -4.53270 1.00529 -1.18916  0.03
H: 4.99715 0.29593 -1.85656  0.00
H: 4.47427 1.95196 -2.17055  0.00
H: 3.72289 0.61311 -3.04548  0.00
H: 3.59825 -1.31504 -0.67771  0.00
H: 2.25978 -1.07496 -1.81138  0.00
H: 2.00038 -0.90879 -0.06595  0.00
H: 4.53575 0.57451 0.62312  0.00
H: 2.93931 1.10520 1.17297  0.00
H: 4.00506 2.24297 0.33947  0.00
H: 3.01279 3.41119 -1.59645  0.00
H: 1.10573 4.88054 -2.01398  0.00
H: 0.36794 0.09382 -0.89078  0.00
H: -4.60302 4.29129 -2.24409  0.00
H: -7.04103 3.89511 -2.15477  0.00
H: -7.88543 1.66854 -1.46128  0.00
H: -6.31395 -0.13152 -0.86098  0.00
O: -5.00011 -4.11926 -1.10304  0.01
C: -4.28240 -3.12386 -0.94970  0.01
O: -4.54655 -2.02497 -0.39582  0.04
C: -2.84721 -3.23545 -1.48295  0.01
C: -2.20928 -4.46710 -1.59802  0.00
C: -0.88913 -4.49551 -2.00125  0.00
C: -0.24873 -3.30454 -2.32590  0.00
C: -0.96666 -2.12900 -2.21414  0.01
N: -2.23023 -2.09634 -1.79109  0.02
H: -2.76729 -5.35686 -1.34385  0.00
H: -0.35053 -5.43495 -2.05218  0.00
H: 0.79071 -3.27785 -2.62337  0.00
H: -0.51360 -1.17112 -2.44040  0.00
C: -1.59184 -0.61420 0.87113  0.02
C: -0.56494 -0.59864 1.54351  0.06
C: 0.65198 -0.59794 2.29427  0.01
C: 1.39813 -1.82310 2.33193  0.00
C: 0.79867 -3.02963 1.86830  0.00
C: 1.48744 -4.22084 1.79480  0.00
C: 2.82951 -4.31766 2.16615  0.00
C: 3.44898 -3.15201 2.60517  0.00
C: 2.76852 -1.95068 2.69129  0.00
C: 1.03455 0.64929 2.90479  0.00
C: 1.97077 0.78579 3.96321  0.00
C: 2.31782 2.01857 4.48903  0.00
C: 1.75812 3.19778 4.01060  0.00
C: 0.79746 3.08997 3.00437  0.00
C: 0.43760 1.86696 2.47946  0.00
H: -0.23642 -2.98584 1.55227  0.00
H: 0.96259 -5.10225 1.43692  0.00
H: 3.36812 -5.25564 2.10421  0.00
H: 4.50218 -3.17012 2.87356  0.00
H: 3.32970 -1.07286 2.97713  0.00
H: 2.39092 -0.10167 4.41374  0.00
H: 3.03371 2.05520 5.30576  0.00
H: 2.03916 4.16123 4.41938  0.00
H: 0.31703 3.98396 2.61841  0.00
H: -0.32122 1.81305 1.70876  0.00

Computed properties:
2S+1: 5
gap between HOMO and LUMO (spin up / spin down): 3.98 / 4.06 eV
net charge: -2
HOMO level (spin up / spin down): 0.06 / -0.03 eV
E: -3387.9872 hartree
molar mass: 634.58 Da
LUMO energy (spin up / spin down): 4.032 / 4.031 eV


# 2
C38H31Cl2N3O3P2RuS4 | wB97M-V/def2-TZVPD

Last column: Löwdin spin population.
Element x y z (Å)
Ru: -1.18168 -0.12458 1.17560  0.68
S: 0.86633 -3.25036 -0.40873  0.02
P: 0.87644 -1.37440 -1.04358  0.03
C: 0.55020 -0.02238 0.01629  0.14
P: 1.68721 0.31388 1.29471  0.02
S: 1.27004 -0.68788 2.94331  0.01
C: 3.45268 0.14522 0.84735  0.00
C: 3.99975 0.93971 -0.15906  0.00
C: 5.34967 0.86361 -0.45318  0.00
C: 6.16936 -0.00005 0.26393  0.00
C: 5.63171 -0.78956 1.26785  0.00
C: 4.27443 -0.71721 1.56037  0.00
C: 1.66441 2.13249 1.54815  0.00
C: 1.20883 2.97627 0.54124  0.00
C: 1.26064 4.35607 0.70466  0.00
C: 1.78204 4.89898 1.86965  0.00
C: 2.23522 4.05749 2.87940  0.00
C: 2.17184 2.68059 2.72176  0.00
C: 2.46377 -1.12150 -1.95105  0.00
C: 2.57788 -0.17920 -2.97028  0.00
C: 3.76859 -0.03473 -3.67084  0.00
C: 4.86262 -0.82441 -3.35104  0.00
C: 4.76008 -1.75831 -2.32979  0.00
C: 3.56675 -1.91227 -1.64184  0.00
C: -0.29868 -1.15940 -2.43500  0.00
C: -0.68116 -2.24857 -3.20862  0.00
C: -1.55172 -2.07492 -4.27653  0.00
C: -2.05210 -0.81334 -4.57081  0.00
C: -1.67023 0.28037 -3.80189  0.00
C: -0.79033 0.10775 -2.74248  0.00
H: 3.36385 1.61963 -0.71356  0.00
H: 5.76230 1.47231 -1.24831  0.00
H: 7.22630 -0.05908 0.03174  0.00
H: 6.26656 -1.46484 1.82898  0.00
H: 3.83597 -1.32827 2.34016  0.00
H: 0.79207 2.53071 -0.35635  0.00
H: 0.89033 5.00593 -0.07987  0.00
H: 1.82610 5.97413 1.99744  0.00
H: 2.63676 4.47741 3.79449  0.00
H: 2.49490 2.01512 3.51446  0.00
H: 1.73281 0.44470 -3.23070  0.00
H: 3.83806 0.69482 -4.46933  0.00
H: 5.79418 -0.71174 -3.89341  0.00
H: 5.61319 -2.37170 -2.06614  0.00
H: 3.46837 -2.65854 -0.86394  0.00
H: -0.31088 -3.23126 -2.93973  0.00
H: -1.85062 -2.92951 -4.87225  0.00
H: -2.73814 -0.68183 -5.39968  0.00
H: -2.06637 1.26517 -4.01878  0.00
H: -0.50872 0.94049 -2.10883  0.00
O: -0.81048 1.45626 2.45849  0.03
N: -1.48510 2.56375 2.19417  0.00
C: -1.35651 3.55139 3.10343  0.00
C: -1.97666 4.75687 2.93334  0.00
C: -2.75312 4.95672 1.79160  0.00
C: -2.88106 3.93810 0.88034  0.00
C: -2.24338 2.70785 1.08166  0.00
S: -2.37516 1.39499 -0.02932  0.04
H: -0.72532 3.28321 3.93623  0.00
H: -1.84866 5.52865 3.67790  0.00
H: -3.25857 5.89983 1.62969  0.00
H: -3.48244 4.04937 -0.01093  0.00
Cl: -4.32748 -2.81127 3.99373  0.00
C: -3.94154 -1.14424 4.47757  0.00
Cl: -2.90474 -1.12895 5.91985  0.00
C: -3.25817 -0.35907 3.33300  0.01
O: -3.72545 0.74673 3.08437  0.00
O: -2.27992 -0.96083 2.79642  0.02
H: -4.87166 -0.65890 4.74226  0.00
N: -5.69522 -4.66491 -1.73424  0.00
C: -4.56677 -5.01979 -1.09363  0.00
S: -4.18902 -6.61152 -0.84494  0.00
C: -3.70767 -3.89743 -0.67416  0.00
C: -3.72421 -2.67896 -1.34797  0.00
C: -2.93016 -1.64420 -0.89797  0.00
N: -2.13853 -1.74563 0.16824  0.00
C: -2.10318 -2.92298 0.81001  0.00
C: -2.86535 -4.00783 0.42428  0.00
H: -6.35168 -5.39202 -1.95855  0.00
H: -6.02235 -3.71476 -1.68467  0.00
H: -4.29577 -2.52203 -2.25330  0.00
H: -2.93895 -0.69851 -1.41862  0.00
H: -1.44865 -2.98174 1.66462  0.00
H: -2.80869 -4.93114 0.98118  0.00

Computed properties:
2S+1: 2
gap between HOMO and LUMO (spin up / spin down): 5.82 / 5.95 eV
net charge: -1
HOMO level (spin up / spin down): -4.17 / -4.30 eV
E: -5147.5376 hartree
molar mass: 939.88 Da
LUMO energy (spin up / spin down): 1.649 / 1.648 eV


# 3
C38H31F10KN10O | wB97M-V/def2-TZVPD

Last column: Mulliken charge in e.
Element x y z (Å)
K: -0.21104 -0.02175 0.35660  0.82
C: -4.36576 2.04812 0.31614  -1.18
N: -3.17474 1.27374 0.10069  1.32
C: -2.45254 1.67269 -1.09230  -0.96
C: -1.54754 2.88353 -0.81653  -0.91
N: -0.48560 2.48058 0.06040  0.91
C: 0.27461 3.34460 0.68490  -0.95
C: 0.27951 4.77570 0.63905  0.20
F: -0.57002 5.43896 -0.20005  -0.40
C: 1.13517 5.56672 1.37680  0.16
F: 1.05650 6.91199 1.26224  -0.36
C: 2.07688 5.02220 2.22770  0.62
F: 2.90054 5.80727 2.97237  -0.38
C: 2.13888 3.63409 2.30483  0.12
F: 3.05632 3.06146 3.10981  -0.38
C: 1.29417 2.85090 1.56802  -0.06
F: 1.43783 1.50109 1.68282  -0.17
C: -3.31814 -0.11620 0.46902  0.02
C: -3.24018 -0.32037 1.99491  -1.22
N: -1.88699 -0.44964 2.47592  0.14
C: -1.39642 0.31987 3.42913  0.21
C: -0.04804 0.06440 3.84500  -0.02
F: 0.63630 -0.92924 3.21205  -0.36
C: 0.64792 0.77782 4.78588  0.12
F: 1.91470 0.43378 5.08571  -0.42
C: 0.05329 1.84045 5.44965  0.81
F: 0.69834 2.50851 6.43761  -0.40
C: -1.25365 2.13852 5.11076  0.14
F: -1.87782 3.14692 5.75419  -0.38
C: -1.94676 1.42496 4.15409  0.28
F: -3.21590 1.86595 3.91832  -0.40
H: -4.15187 3.11118 0.20367  0.24
H: -4.75240 1.90101 1.32470  0.30
H: -5.17423 1.78945 -0.39976  0.38
H: -3.14204 1.92093 -1.92322  0.33
H: -1.86331 0.83187 -1.47235  -0.21
H: -2.18348 3.67808 -0.39874  0.52
H: -1.17996 3.27232 -1.77810  0.38
H: -2.52099 -0.70428 0.00075  -0.63
H: -4.26129 -0.56236 0.09318  0.41
H: -3.79382 -1.24924 2.21963  0.13
H: -3.80943 0.48427 2.46083  0.50
C: 1.69449 2.85568 -4.58422  -0.61
C: 0.32378 2.73023 -4.39913  -0.55
C: -0.21047 1.56585 -3.87526  -0.21
C: 0.60484 0.48190 -3.52240  -0.39
C: 1.98513 0.63114 -3.70390  0.30
C: 2.51706 1.79647 -4.22484  -0.76
N: 0.03744 -0.64940 -2.95142  0.03
C: 0.20982 -1.81200 -3.54854  0.65
C: 0.75360 -1.96023 -4.88342  -0.89
C: 0.82680 -3.15720 -5.53001  -0.58
C: 0.38923 -4.35699 -4.92896  -0.89
C: -0.13593 -4.27400 -3.66463  -0.28
C: -0.22811 -3.05946 -2.96187  0.14
N: -0.72575 -3.02932 -1.67310  0.72
N: -1.34944 -4.05129 -1.27835  -0.99
C: -1.72915 -3.96093 0.07613  0.07
C: -2.95963 -4.49930 0.44333  -0.57
C: -3.34152 -4.39183 1.76905  -0.28
C: -2.48558 -3.77950 2.66927  -0.95
C: -1.26805 -3.29752 2.20941  -0.17
N: -0.88229 -3.39739 0.93742  -0.07
H: 2.11716 3.77359 -4.97429  0.35
H: -0.33703 3.55260 -4.64993  0.36
H: -1.27890 1.47154 -3.72536  0.38
H: 2.64154 -0.17481 -3.39928  0.47
H: 3.59277 1.88710 -4.32456  0.32
H: 1.08490 -1.07114 -5.40145  0.34
H: 1.23173 -3.17567 -6.53828  0.36
H: 0.47386 -5.30681 -5.44152  0.33
H: -0.48028 -5.16312 -3.15261  0.43
H: -3.58396 -4.95382 -0.31209  0.44
H: -4.30442 -4.76825 2.09424  0.36
H: -2.75008 -3.63948 3.70867  0.36
H: -0.57704 -2.81092 2.88244  0.51
C: 4.88934 -2.80996 1.21415  -1.15
N: 4.07247 -1.71765 0.76961  0.15
C: 4.59898 -0.50618 0.19145  -0.61
C: 3.33102 0.10805 -0.43393  -0.05
O: 3.31316 1.19388 -0.95575  -0.59
N: 2.28582 -0.77767 -0.27481  0.31
C: 2.76166 -1.80746 0.39205  0.14
N: 2.03241 -2.89461 0.67378  -0.13
H: 5.79776 -2.41112 1.66517  0.39
H: 5.17321 -3.49088 0.40139  0.32
H: 4.38253 -3.38651 1.98972  0.34
H: 5.34060 -0.70142 -0.59032  0.30
H: 5.02115 0.17294 0.93380  0.32
H: 1.02725 -2.88647 0.48231  0.02
H: 2.33913 -3.52153 1.39449  0.24

Computed properties:
2S+1: 1
gap between HOMO and LUMO: 4.93 eV
net charge: -2
HOMO level: -1.24 eV
E: -3688.0451 hartree
molar mass: 872.81 Da
LUMO energy: 3.684 eV


# 4
C38H31N5O5Pt | wB97M-V/def2-TZVPD

Last column: Löwdin spin population.
Element x y z (Å)
Pt: -0.00192 -0.64349 -0.42339  0.68
C: -4.63207 -3.32289 1.37173  0.01
O: -5.47903 -2.52182 0.51460  0.18
C: -5.21703 -1.29942 0.14971  0.20
C: -6.30679 -0.60162 -0.41247  0.11
C: -6.18130 0.70353 -0.80702  0.12
C: -4.95852 1.36577 -0.64461  0.22
C: -3.81580 0.72462 -0.14492  0.08
C: -2.67730 1.55175 -0.00982  0.14
N: -1.44196 1.23508 0.33381  0.28
N: -0.64494 2.20107 0.63223  0.37
C: 0.64312 1.81752 0.93981  0.05
O: 1.01341 0.61979 0.85555  0.07
C: 1.53399 2.84288 1.43997  0.01
C: 2.77093 2.46022 1.97584  0.02
C: 3.63795 3.42428 2.44291  0.00
C: 3.28732 4.77047 2.36444  0.03
C: 2.06323 5.15582 1.82848  0.00
C: 1.17781 4.19747 1.37653  0.02
C: -3.88430 -0.67984 0.25548  0.08
O: -2.91707 -1.33442 0.64540  0.25
H: -5.27508 -4.11896 1.72969  0.00
H: -4.26255 -2.73403 2.20579  0.00
H: -3.80145 -3.73398 0.80808  0.00
H: -7.25718 -1.11680 -0.48268  0.00
H: -7.03391 1.22644 -1.21745  0.00
H: -4.89416 2.41359 -0.91680  0.01
H: -2.85484 2.61327 -0.20084  0.01
H: 3.01952 1.40784 2.03372  0.00
H: 4.58777 3.13699 2.87397  0.00
H: 3.97132 5.52535 2.73178  0.00
H: 1.79792 6.20364 1.77882  0.00
H: 0.21439 4.47911 0.97608  0.00
C: -0.10887 1.84005 -4.06185  0.00
O: -0.79119 0.56528 -4.24245  0.03
C: -0.67063 -0.09573 -3.11553  0.07
N: -0.12643 0.54782 -2.10964  0.06
C: 0.23771 1.90123 -2.55143  0.01
C: 1.68099 2.28384 -2.31587  0.00
C: 2.04036 3.61616 -2.49399  0.00
C: 3.35741 4.01380 -2.32899  0.00
C: 4.32657 3.08276 -1.97851  0.00
C: 3.97386 1.75375 -1.80542  0.00
C: 2.65512 1.35362 -1.97835  0.00
C: -1.08125 -1.45860 -2.94518  0.13
C: -1.54238 -2.36136 -3.87580  -0.02
C: -1.76968 -3.68698 -3.48138  0.14
C: -1.45184 -4.10331 -2.18625  -0.02
C: -0.97865 -3.17837 -1.27968  0.14
N: -0.90287 -1.85331 -1.64379  0.26
C: -0.49180 -3.35074 0.05040  0.10
N: 0.09847 -2.34427 0.66991  0.07
C: 0.31294 -2.71880 2.07298  0.01
C: 0.05672 -4.23947 2.01676  0.00
O: -0.61775 -4.45805 0.73937  0.05
C: 1.66316 -2.38752 2.66182  0.00
C: 1.85250 -2.64326 4.01785  0.00
C: 3.07738 -2.39284 4.61457  0.00
C: 4.12403 -1.87963 3.86003  0.00
C: 3.93927 -1.62614 2.51104  0.00
C: 2.71235 -1.88072 1.91075  0.00
H: -0.77183 2.63447 -4.38948  0.00
H: 0.78597 1.83339 -4.67818  0.00
H: -0.40737 2.61960 -2.03671  0.00
H: 1.28652 4.35185 -2.76108  0.00
H: 3.62768 5.05200 -2.47371  0.00
H: 5.35629 3.39206 -1.85353  0.00
H: 4.72894 1.02271 -1.54465  0.00
H: 2.39795 0.30882 -1.86087  0.00
H: -1.70062 -2.04127 -4.89736  0.00
H: -2.13863 -4.40410 -4.20030  0.01
H: -1.54406 -5.14188 -1.89518  0.00
H: -0.45911 -2.21386 2.66287  0.00
H: -0.58569 -4.61056 2.80823  0.00
H: 0.98735 -4.80295 2.00624  0.00
H: 1.03265 -3.03378 4.61388  0.00
H: 3.21697 -2.59893 5.66772  0.00
H: 5.08326 -1.69142 4.32379  0.00
H: 4.76310 -1.24315 1.92039  0.00
H: 2.58366 -1.70143 0.85206  0.00

Computed properties:
2S+1: 5
gap between HOMO and LUMO (spin up / spin down): 5.34 / 5.22 eV
net charge: +2
HOMO level (spin up / spin down): -11.61 / -13.67 eV
E: -2235.3215 hartree
molar mass: 832.77 Da
LUMO energy (spin up / spin down): -6.275 / -8.445 eV